Computed, not measured: a molecular structure, C37H44Cl36N4O3 at a distorted geometry, with ωB97M-V with the def2-TZVPD basis set.

XYZ file:
```
124
Properties=species:S:1:pos:R:3:forces:R:3:lowdin_charge:R:1
C -8.36116 -4.01684 2.43003 -0.32 -0.78 -0.09 -0.118
O -8.59407 -4.21023 1.01719 1.51 0.28 0.81 -0.214
C -7.35827 -3.91066 0.33618 0.45 -0.38 -0.80 -0.253
C -6.96518 -5.04569 -0.70786 -0.04 1.52 -0.10 -0.152
C -5.49377 -4.76444 -1.28858 -0.79 -0.44 0.74 -0.194
C -4.61933 -6.07816 -1.20444 -0.74 -0.16 -0.18 -0.192
C -3.68941 -6.33839 -2.45074 0.03 0.52 0.47 -0.174
C -2.18246 -6.01130 -2.22697 2.46 0.25 -0.84 -0.152
C -1.28503 -6.10753 -3.39376 0.58 0.69 1.80 0.007
C 0.14827 -5.78065 -3.31631 -1.40 -0.25 1.55 -0.213
N 1.01497 -5.83069 -4.44258 -0.36 -0.81 0.80 0.092
C 0.67301 -5.36259 -2.02320 -0.62 0.38 0.95 -0.022
C -0.17964 -5.27072 -0.82302 -0.52 -0.50 -2.44 -0.045
C -1.58274 -5.60234 -0.96497 0.50 0.03 -0.13 0.026
C 0.46008 -4.78703 0.51865 0.21 0.63 -1.13 -0.293
O 0.20935 -5.29212 1.58738 -0.12 0.32 -0.37 0.069
C 1.45692 -3.59910 0.34566 0.46 0.12 -0.41 -0.062
C 1.50404 -2.50904 1.29207 1.38 0.01 -1.37 -0.014
C 2.43926 -1.40682 1.01257 -0.14 -2.05 -1.72 -0.017
C 3.26345 -1.47091 -0.16952 -0.63 -0.19 -1.00 -0.341
C 4.23721 -0.24761 -0.50856 -1.78 -0.11 -0.79 -0.215
C 3.43768 1.09067 -0.27547 1.07 -0.03 -0.34 -0.203
C 2.04778 1.16111 -1.00933 -0.92 0.66 0.71 -0.152
C 0.88300 1.51572 0.02651 0.24 -0.56 -0.19 -0.196
N 0.08292 2.69663 -0.44092 -1.61 -0.87 1.31 -0.098
C -0.59875 3.35520 0.64179 -0.71 -0.15 1.62 -0.693
N -0.04495 3.85456 1.68298 0.26 -1.08 -0.73 0.088
N -2.05134 3.50668 0.54032 1.20 0.38 -0.63 0.074
C 3.25449 -2.64158 -1.14994 -3.29 0.54 2.11 -0.113
C 2.31906 -3.69981 -0.85927 -0.08 1.48 0.84 -0.060
C 2.15357 -4.94306 -1.79447 -1.16 0.44 0.55 -0.271
O 3.10313 -5.53503 -2.25670 -0.32 0.49 -0.15 0.098
H -8.09778 -2.94837 2.65133 -0.35 -0.90 -0.03 0.095
H -9.28487 -4.36877 2.95049 0.68 0.65 -0.32 0.091
H -7.52753 -4.69890 2.76412 -0.63 0.75 -0.21 0.093
H -7.48719 -2.90389 -0.15038 0.35 -0.98 0.23 0.072
H -6.48495 -3.83361 1.04555 -0.93 -0.03 -0.39 0.113
H -7.01992 -6.03785 -0.19430 -0.06 0.82 -0.50 0.108
H -7.70108 -4.96302 -1.55188 0.53 -0.54 0.80 0.108
H -5.09538 -3.92555 -0.64712 0.07 -0.79 -0.93 0.109
H -5.56899 -4.42664 -2.34988 0.11 -0.14 0.91 0.065
H -4.09701 -6.07578 -0.21787 -0.21 -0.21 -0.90 0.098
H -5.34599 -6.93928 -1.16382 0.75 0.80 -0.01 0.105
H -3.83738 -7.39311 -2.83489 0.41 1.31 0.77 0.045
H -4.06236 -5.66574 -3.27790 0.47 -0.68 0.70 0.119
H -1.71749 -6.43549 -4.36513 0.53 0.46 0.80 0.053
H 0.68395 -6.47428 -5.16169 -0.16 0.39 0.22 0.091
H 1.93128 -6.17523 -4.14734 -0.17 0.44 -0.08 0.080
H -2.20674 -5.50529 -0.04233 0.60 -0.17 -1.00 0.106
H 0.84389 -2.50501 2.20455 0.97 -0.09 -1.28 0.058
H 2.54648 -0.51798 1.66839 -0.28 -0.91 -0.44 0.114
H 4.49130 -0.34544 -1.60429 -0.22 0.14 1.04 0.120
H 5.20276 -0.31147 0.03603 -0.98 0.47 -0.17 0.072
H 3.36412 1.23485 0.83950 -0.22 -0.01 -1.13 0.099
H 4.08868 1.92858 -0.64617 -0.57 -0.67 0.40 0.113
H 2.00972 1.98599 -1.77603 0.33 -0.79 0.78 0.111
H 1.75416 0.22705 -1.54708 0.55 0.56 0.52 0.109
H 1.29209 1.70819 1.05542 -0.32 0.03 -1.13 0.099
H 0.15518 0.66666 0.14841 0.85 0.51 -0.11 0.103
H -0.66392 2.30898 -1.02884 0.38 0.35 0.03 0.120
H 0.97043 3.70718 1.61212 -0.28 0.03 0.27 0.042
H -2.17186 4.36845 -0.01435 -0.26 -0.58 0.03 0.061
H -2.38140 3.76473 1.47408 0.31 -0.13 -0.26 0.077
H 3.88959 -2.68477 -2.05745 -0.59 0.24 0.81 0.115
C -7.38272 -0.56862 -2.39160 0.01 0.03 0.12 -1.541
Cl -6.01462 0.01223 -1.43530 -0.05 -0.01 -0.06 0.524
Cl -6.96991 -2.06137 -3.23039 0.04 -0.01 -0.13 0.550
Cl -8.79337 -0.82779 -1.36617 -0.09 0.14 -0.03 0.547
H -7.62643 0.18603 -3.13234 0.03 -0.08 0.09 0.013
C 0.68374 6.91151 -0.77119 -0.25 -0.11 -0.05 -1.482
Cl 0.36791 5.17317 -0.82669 0.94 1.76 -1.15 0.701
Cl 1.64701 7.41659 -2.16951 0.05 0.04 0.02 0.532
Cl -0.83432 7.81881 -0.70284 0.08 0.03 0.04 0.519
H 1.25102 7.12701 0.12925 -0.07 0.02 -0.10 0.016
C -2.15872 -1.21437 3.37582 -0.13 0.08 -0.15 -1.546
Cl -1.67220 -2.57507 2.35573 -0.26 0.00 0.15 0.580
Cl -1.59868 0.31523 2.68729 0.03 -0.06 0.07 0.537
Cl -3.91223 -1.19167 3.59547 0.09 -0.02 0.02 0.528
H -1.69023 -1.34561 4.34460 -0.14 0.08 -0.12 -0.085
C 3.34202 10.93042 -2.85040 0.01 0.01 -0.02 -1.553
Cl 2.89773 12.25187 -1.76592 -0.03 -0.05 0.00 0.506
Cl 2.69624 11.21274 -4.47259 0.01 -0.06 0.12 0.519
Cl 5.09746 10.73375 -2.90626 -0.09 -0.04 0.02 0.521
H 2.90743 10.01240 -2.46349 0.05 0.14 -0.06 -0.036
C -0.39176 14.43825 0.23002 -0.05 -0.08 -0.22 -1.521
Cl -0.72003 12.70357 0.16041 0.03 0.10 0.08 0.529
Cl 0.93585 14.77470 1.35142 -0.02 -0.07 0.06 0.548
Cl -0.01734 15.06254 -1.37708 -0.02 0.00 0.12 0.531
H -1.28223 14.94048 0.59404 0.13 -0.04 0.00 0.019
C 2.83350 17.85883 1.92639 0.06 0.11 -0.06 -1.568
Cl 2.39123 19.16544 3.03117 -0.01 -0.10 -0.02 0.523
Cl 2.17741 18.15809 0.31386 0.01 -0.06 0.09 0.509
Cl 4.58886 17.66838 1.85916 -0.10 -0.04 0.02 0.524
H 2.40495 16.93582 2.30225 0.04 0.12 -0.04 -0.039
C -3.52344 -10.18495 -5.20111 0.01 -0.09 0.02 -1.522
Cl -4.94111 -10.66743 -4.26381 0.06 0.05 -0.08 0.532
Cl -3.05833 -8.52305 -4.81171 0.00 -0.45 -0.36 0.601
Cl -2.17786 -11.29095 -4.90906 -0.07 0.07 -0.06 0.531
H -3.77948 -10.22960 -6.25474 0.02 0.01 0.12 0.015
C 2.18653 11.55712 3.13340 -0.04 -0.02 0.02 -1.560
Cl 3.44994 12.20062 4.18805 -0.07 0.01 -0.09 0.523
Cl 2.75517 10.10858 2.29392 -0.03 0.08 -0.02 0.510
Cl 0.72304 11.20381 4.06099 0.07 0.07 -0.11 0.516
H 1.94690 12.31143 2.38802 0.02 -0.14 0.10 -0.044
C 6.79023 -3.47159 0.59411 0.24 0.15 0.01 -1.444
Cl 8.22443 -2.62393 -0.00428 0.00 -0.04 0.00 0.509
Cl 6.83282 -3.60005 2.35694 -0.04 -0.05 -0.09 0.531
Cl 5.30418 -2.64752 0.06552 2.97 -2.26 1.43 0.794
H 6.79046 -4.47516 0.17877 0.02 0.11 0.04 0.001
C -0.17357 -1.67261 7.50036 0.05 0.14 0.09 -1.526
Cl -1.24091 -0.26836 7.61013 0.01 -0.10 -0.02 0.532
Cl 0.12175 -2.09599 5.80889 0.15 -0.16 0.11 0.558
Cl 1.34963 -1.36409 8.33792 -0.11 -0.06 -0.06 0.535
H -0.66383 -2.51303 7.98105 0.06 0.08 -0.08 0.018
C 2.59715 -6.17248 3.66458 -0.06 -0.01 0.03 -1.550
Cl 1.19815 -6.71687 4.59552 0.08 0.03 -0.08 0.529
Cl 3.04613 -4.52593 4.12337 -0.01 -0.02 -0.07 0.516
Cl 3.96158 -7.27457 3.88920 -0.03 0.05 -0.04 0.522
H 2.32738 -6.17138 2.61317 -0.03 0.03 0.15 -0.008
C 10.57231 -5.36120 -2.09575 0.00 0.14 0.07 -1.545
Cl 11.76030 -5.01041 -0.83606 -0.05 -0.05 -0.08 0.522
Cl 9.07796 -5.98319 -1.38578 0.04 -0.08 -0.06 0.518
Cl 10.24848 -3.91908 -3.06436 0.03 -0.10 0.01 0.513
H 10.98249 -6.12494 -2.74832 -0.06 0.08 0.08 0.012
```
Positions in Å, forces in eV/Å.

E_LUMO ... -0.78 eV
HOMO-LUMO gap ... 7.8 eV
HOMO level ... -0.31640 Eh
E ... -501987.3314 eV